57
Properties=species:S:1:pos:R:3:lowdin_charge:R:1 method="wB97M-V/def2-TZVPD" lumo_ev=0.414 de_lowest_ev=1.919 smiles="CCCCN(C(=O)Cn1nnc2ccccc21)[C@H](C(=O)NCCOC)c1cccs1" energy_ha=-1714.1062 molar_mass_g_mol=429.5 e_homo_ev=-8.639 homo_lumo_gap_ev=9.05
C -3.5465 -4.4055 -1.2020 -0.106
C -2.6688 -3.1659 -1.3246 -0.274
C -1.2492 -3.4436 -0.8346 -0.180
C -0.2804 -2.2710 -1.0327 -0.134
N -0.4933 -1.1845 -0.0890 0.012
C 0.0858 -1.1078 1.1178 -0.433
O -0.0642 -0.1600 1.8771 0.032
C 1.0666 -2.2195 1.5153 -0.011
N 2.3127 -1.9638 0.8509 -0.070
N 2.7973 -2.7881 -0.0907 0.036
N 3.8591 -2.3174 -0.5963 0.074
C 4.1338 -1.1185 -0.0098 -0.222
C 5.1611 -0.1953 -0.2063 -0.011
C 5.1284 0.9471 0.5564 -0.089
C 4.1149 1.1843 1.4985 -0.092
C 3.0946 0.2874 1.7167 -0.016
C 3.1169 -0.8683 0.9449 -0.153
C -1.3362 -0.0719 -0.5449 -0.182
C -0.4451 1.0600 -1.1029 -0.438
O -0.4502 1.3350 -2.2862 0.068
N 0.3489 1.6347 -0.1898 0.103
C 1.1811 2.7689 -0.5030 -0.131
C 0.5698 4.0704 0.0475 -0.206
O -0.7578 4.2888 -0.3506 -0.206
C -0.9323 4.5664 -1.7248 -0.092
C -2.2827 0.4180 0.5038 -0.464
C -2.6033 1.6948 0.8436 -0.104
C -3.6008 1.7621 1.8443 -0.171
C -4.0277 0.5413 2.2465 -0.403
S -3.2277 -0.7273 1.4092 1.053
H -4.5525 -4.1951 -1.5554 0.071
H -3.1391 -5.2241 -1.7914 0.073
H -3.6083 -4.7260 -0.1646 0.073
H -2.6365 -2.8485 -2.3695 0.116
H -3.1127 -2.3634 -0.7339 0.053
H -0.8474 -4.2988 -1.3818 0.121
H -1.2885 -3.7109 0.2234 0.111
H 0.7462 -2.6346 -0.9577 0.093
H -0.4001 -1.8607 -2.0381 0.137
H 0.7335 -3.2199 1.2428 0.124
H 1.2056 -2.1547 2.5993 0.144
H 5.9375 -0.3843 -0.9291 0.112
H 5.9026 1.6901 0.4350 0.102
H 4.1439 2.0999 2.0709 0.105
H 2.3122 0.4692 2.4361 0.108
H -1.9171 -0.4471 -1.3952 0.149
H 0.2157 1.3890 0.7856 0.117
H 1.2686 2.8160 -1.5905 0.122
H 2.1741 2.6271 -0.0668 0.109
H 1.2094 4.9149 -0.2513 0.123
H 0.5301 4.0206 1.1394 0.126
H -1.9620 4.9015 -1.8346 0.092
H -0.2534 5.3623 -2.0510 0.091
H -0.7770 3.6770 -2.3428 0.072
H -2.1518 2.5675 0.4063 0.101
H -3.9746 2.6871 2.2445 0.103
H -4.7633 0.2950 2.9860 0.059